The following is a DFT calculation (ωB97M-V/def2-TZVPD) of 2 unconnected molecules or ions with the total composition C2H8O2.

Each line ends with the natural charge from an NBO analysis.
Cartesian coordinates (Å):
C  3.147  0.131  0.207  -0.269
O  2.307  -0.655  -0.565  -0.693
H  4.249  0.048  -0.018  0.178
H  3.029  1.241  0.064  0.151
H  2.895  0.190  1.340  0.158
H  1.567  0.195  -0.790  0.475
C  -2.940  -0.397  0.175  -0.292
O  -1.864  0.426  -0.410  -0.693
H  -2.381  -1.019  0.929  0.196
H  -3.889  0.041  0.457  0.182
H  -3.439  -1.291  -0.568  0.145
H  -2.682  1.090  -0.819  0.462

Its net charge is 0. Its SMILES is CO.CO. As for the multiplicity: 1. The maximum force is 7.3 eV/Å. The electronic energy is -231.33725 a.u. Its HOMO energy is -10.1 eV.